1.
A molecular structure, C56H54N2O4P2PdSSb, computed with wB97M-V/def2-TZVPD.

Geometry as ORCA input:
```
! wB97M-V def2-TZVPD RIJCOSX def2/J DEFGRID3
* xyz -1 1
Pd -0.0210 -0.1009 -0.2172
C 7.8244 2.3110 1.6153
S 8.0235 0.5264 1.5402
C 6.3884 0.0131 2.1031
C 5.2655 0.2677 1.1097
C 3.9122 0.1388 1.8039
N 2.7566 -0.0235 0.9305
P 1.8850 1.2534 0.1748
C 3.2805 2.2330 -0.5298
C 3.8666 1.7217 -1.6870
C 4.9925 2.3079 -2.2372
C 5.5411 3.4388 -1.6485
C 4.9497 3.9747 -0.5155
C 3.8294 3.3740 0.0396
C 1.3033 2.3956 1.4708
C 0.7930 3.6302 1.0663
C 0.1833 4.4732 1.9767
C 0.0556 4.0899 3.3058
C 0.5366 2.8580 3.7117
C 1.1578 2.0177 2.7980
P 2.1524 -1.5518 0.3940
C 3.7356 -2.3651 -0.0674
C 4.5698 -3.0424 0.8102
C 5.8133 -3.4953 0.3956
C 6.2315 -3.2827 -0.9088
C 5.3898 -2.6389 -1.8059
C 4.1473 -2.1945 -1.3873
C 1.7279 -2.5014 1.8866
C 1.3287 -1.8948 3.0698
C 0.8073 -2.6482 4.1119
C 0.6872 -4.0219 3.9820
C 1.0839 -4.6399 2.8028
C 1.5925 -3.8845 1.7620
H 8.7603 2.7682 1.3017
H 7.6040 2.6460 2.6285
H 7.0437 2.6597 0.9429
H 6.1809 0.4985 3.0617
H 6.4741 -1.0551 2.3106
H 5.3404 -0.4475 0.2905
H 5.3765 1.2570 0.6660
H 3.7393 1.0145 2.4387
H 3.9262 -0.7221 2.4860
H 3.4476 0.8389 -2.1501
H 5.4379 1.8794 -3.1254
H 6.4208 3.9015 -2.0741
H 5.3624 4.8606 -0.0508
H 3.3876 3.7930 0.9362
H 0.8476 3.9264 0.0240
H -0.2137 5.4231 1.6420
H -0.4406 4.7391 4.0150
H 0.4038 2.5243 4.7314
H 1.4803 1.0413 3.1171
H 4.2477 -3.2021 1.8336
H 6.4553 -4.0080 1.1000
H 7.2063 -3.6264 -1.2280
H 5.6988 -2.4836 -2.8314
H 3.4913 -1.6960 -2.0901
H 1.3568 -0.8224 3.1586
H 0.4544 -2.1469 5.0021
H 0.2626 -4.6072 4.7858
H 0.9738 -5.7099 2.6843
H 1.8672 -4.3784 0.8364
C -1.9422 -3.2114 -3.4555
C -2.6253 -2.2353 -4.3649
C -3.2372 -2.7049 -5.5235
C -3.9229 -1.8509 -6.3694
C -4.0024 -0.5028 -6.0611
C -3.3881 -0.0284 -4.9133
C -2.6993 -0.8779 -4.0595
Sb -1.7564 -0.0512 -2.2816
C -3.5332 0.2845 -1.1432
C -4.5859 -0.6047 -1.3754
C -5.6532 -0.7167 -0.4957
C -5.6724 0.0654 0.6447
C -4.6362 0.9532 0.8842
C -3.5596 1.0796 0.0117
C -2.4676 2.0536 0.3649
C -1.5689 1.9221 -3.0469
C -2.5840 2.8513 -2.8584
C -2.4214 4.1829 -3.2168
C -1.2187 4.5955 -3.7676
C -0.2080 3.6718 -3.9831
C -0.3733 2.3340 -3.6431
C 0.7217 1.3481 -3.9208
H -1.9015 -4.1990 -3.9117
H -2.4843 -3.3156 -2.5147
H -0.9241 -2.9020 -3.2086
H -3.1805 -3.7605 -5.7584
H -4.3950 -2.2362 -7.2640
H -4.5356 0.1801 -6.7094
H -3.4453 1.0288 -4.6900
H -4.5772 -1.2364 -2.2554
H -6.4468 -1.4252 -0.6946
H -6.4813 -0.0244 1.3584
H -4.6380 1.5438 1.7911
H -2.4867 2.2872 1.4286
H -2.5578 2.9780 -0.2129
H -1.4710 1.6471 0.1632
H -3.5197 2.5318 -2.4068
H -3.2261 4.8871 -3.0536
H -1.0663 5.6334 -4.0364
H 0.7271 3.9914 -4.4274
H 1.5162 1.8071 -4.5088
H 0.3512 0.4818 -4.4799
H 1.1384 0.9594 -2.9834
O -2.1666 -0.4263 3.8146
C -1.7803 -0.7298 2.6788
O -0.9159 -0.1205 1.9984
C -2.4232 -1.9736 2.0463
C -3.5559 -2.5492 2.6161
C -4.1526 -3.6553 2.0334
C -3.5749 -4.1695 0.8842
C -2.4398 -3.6465 0.2949
C -1.8747 -2.5367 0.8960
N -4.2138 -5.3420 0.2436
O -5.1533 -5.8629 0.8146
O -3.7703 -5.7143 -0.8266
H -3.9536 -2.0999 3.5150
H -5.0384 -4.1136 2.4445
H -2.0153 -4.0960 -0.5890
H -1.0041 -2.0204 0.5210
*
```

Results
Energy above the lowest of the compared OMol25 structures with the same formula, charge and spin   34.79 kJ/mol
Max |F|   0.0182 hartree/bohr
HOMO energy   -0.1544 Eh
Electronic energy   -4025.902979 hartree
Gap between HOMO and LUMO   6.33 eV

Mulliken atomic charge list, values in e, 2 entries: atom 1 (Pd): 0.674, atom 2 (C): -0.482

---

2.
9 unconnected molecules or ions with the total composition C56H55BClFNO19P2Si, computed with wB97M-V/def2-TZVPD.

Geometry as ORCA input:
```
! wB97M-V def2-TZVPD RIJCOSX def2/J DEFGRID3
* xyz 1 1
C 1.6087 2.9950 4.1828
C 0.3270 2.2911 3.6043
F 0.3166 2.5399 2.2373
C 0.4418 0.7869 3.9380
P -0.3294 -0.3455 2.6695
C -2.1620 -0.1049 2.4383
C -2.8927 0.2946 3.7821
O -2.8848 1.6909 4.0218
Si -4.4321 2.3649 3.6148
C -5.8538 1.5265 4.5975
C -4.3973 4.2024 4.1273
C -4.7147 2.2748 1.7280
B 0.6539 -0.3985 0.9734
N 0.3089 0.6348 0.0111
O 1.6285 -1.3775 0.7298
P -0.1125 -2.4120 3.4703
O -1.0915 -2.4592 4.8297
Cl 1.8716 -2.3819 4.1081
H 1.4622 4.0721 4.3427
H 2.4458 2.7790 3.4877
H 1.8633 2.4480 5.1143
H -0.5470 2.7945 4.0464
H 1.5200 0.5193 3.9886
H -0.0161 0.5840 4.9262
H -2.4215 0.5819 1.6103
H -2.6048 -1.0875 2.1517
H -2.4400 -0.2158 4.6516
H -3.9246 -0.1075 3.6794
H -5.4286 0.9875 5.4708
H -6.3167 0.8059 3.8900
H -6.5663 2.3045 4.9181
H -3.6642 4.7989 3.5325
H -5.4156 4.6197 4.0034
H -4.0650 4.2614 5.1888
H -3.8047 2.5650 1.1588
H -4.8789 1.1998 1.4738
H -5.5705 2.9057 1.4357
H 0.1798 0.2333 -0.9186
H -0.5786 1.0494 0.2860
H 1.2462 -2.1388 0.2833
H -0.8155 -1.8024 5.4825
C 6.1851 1.4950 1.5635
C 5.7130 1.8349 2.7620
C 4.7985 0.9416 3.5053
O 4.3612 1.2511 4.5993
C 4.4305 -0.3420 2.8732
C 4.8999 -0.6838 1.6750
C 5.8148 0.2094 0.9283
O 6.2443 -0.1001 -0.1616
H 6.8543 2.1350 1.0028
H 5.9722 2.7703 3.2423
H 3.7618 -0.9791 3.4379
H 4.6393 -1.6191 1.1962
C 9.1408 -0.3460 6.3753
C 9.6886 0.3850 7.3453
C 8.9618 1.5240 7.9517
O 9.4601 2.1910 8.8325
C 7.6036 1.8184 7.4410
C 7.0569 1.0863 6.4716
C 7.7835 -0.0506 5.8662
O 7.2806 -0.7173 4.9810
H 9.6564 -1.1814 5.9189
H 10.6797 0.1842 7.7314
H 7.0874 2.6540 7.8965
H 6.0661 1.2844 6.0839
C 0.5046 0.5722 -6.1435
C -0.0486 -0.0633 -5.1123
C 0.6814 -0.2368 -3.8393
O 0.1727 -0.8218 -2.8952
C 2.0472 0.3205 -3.7487
C 2.6029 0.9559 -4.7781
C 1.8728 1.1310 -6.0550
O 2.3762 1.7107 -6.9934
H -0.0135 0.7089 -7.0841
H -1.0492 -0.4775 -5.1574
H 2.5647 0.1826 -2.8073
H 3.6012 1.3685 -4.7301
C 8.4806 1.2846 -5.8793
C 7.6502 0.3528 -5.4139
C 6.2309 0.3126 -5.8313
O 5.4747 -0.5390 -5.4019
C 5.7686 1.3446 -6.7869
C 6.5994 2.2765 -7.2522
C 8.0189 2.3172 -6.8345
O 8.7758 3.1637 -7.2587
H 9.5213 1.3307 -5.5852
H 7.9701 -0.4103 -4.7156
H 4.7282 1.3001 -7.0825
H 6.2795 3.0394 -7.9506
C -1.5229 8.2163 0.3606
C -2.5129 7.4199 0.7616
C -2.2358 6.1315 1.4333
O -3.1428 5.4033 1.7977
C -0.8224 5.7617 1.6454
C 0.1691 6.5557 1.2453
C -0.1056 7.8453 0.5723
O 0.7959 8.5690 0.2098
H -1.7052 9.1620 -0.1333
H -3.5550 7.6745 0.6161
H -0.6421 4.8190 2.1371
H 1.2109 6.2992 1.3917
C -3.4327 -4.8348 -6.5734
C -3.7587 -3.5421 -6.5927
C -3.1849 -2.5918 -5.6158
O -3.4799 -1.4117 -5.6285
C -2.2338 -3.1270 -4.6169
C -1.9054 -4.4173 -4.5957
C -2.4803 -5.3698 -5.5737
O -2.1792 -6.5448 -5.5554
H -3.8434 -5.5475 -7.2808
H -4.4519 -3.1316 -7.3159
H -1.8245 -2.4139 -3.9107
H -1.2110 -4.8265 -3.8723
C -1.6320 -8.2479 -10.7810
C -2.2931 -7.3709 -10.0278
C -3.6516 -7.6657 -9.5219
O -4.2563 -6.8645 -8.8357
C -4.2484 -8.9704 -9.8812
C -3.5880 -9.8482 -10.6344
C -2.2286 -9.5542 -11.1413
O -1.6257 -10.3527 -11.8250
H -0.6379 -8.0506 -11.1612
H -1.8729 -6.4115 -9.7536
H -5.2424 -9.1672 -9.5006
H -4.0084 -10.8074 -10.9082
C -8.2916 -1.7890 5.2392
C -8.3534 -2.5288 6.3451
C -9.1964 -2.1233 7.4928
O -9.2508 -2.7953 8.5000
C -9.9683 -0.8670 7.3640
C -9.9060 -0.1275 6.2575
C -9.0634 -0.5327 5.1108
O -9.0067 0.1400 4.1016
H -7.6809 -2.0687 4.3899
H -7.7970 -3.4509 6.4567
H -10.5792 -0.5875 8.2128
H -10.4626 0.7942 6.1456
*
```

Results
Max |F|   0.0589 hartree/bohr
HOMO energy   -0.4223 Eh
Electronic energy   -5208.031889 hartree
Gap between HOMO and LUMO   7.88 eV

Mulliken atomic charge list, values in e, 2 entries: atom 1 (C): -1.489, atom 2 (C): 0.665

---

3.
A molecular structure, C56H56AsN2O6SSeTa, computed with wB97M-V/def2-TZVPD.

Geometry as ORCA input:
```
! wB97M-V def2-TZVPD RIJCOSX def2/J DEFGRID3
* xyz 2 1
Ta 0.3803 0.0479 -1.0153
O 2.8506 0.8145 -1.6115
C 3.2570 1.7149 -0.5451
C 1.9164 2.0894 0.1125
O 1.8092 2.4826 1.2258
O 0.8544 1.8685 -0.7364
C 3.9497 2.9514 -1.1028
C 5.1936 2.7759 -1.7079
C 5.8625 3.8563 -2.2615
C 5.3031 5.1276 -2.1920
C 4.0704 5.3079 -1.5835
C 3.3895 4.2219 -1.0465
C 4.1441 0.9770 0.4569
C 4.8119 1.7028 1.4411
C 5.6118 1.0506 2.3661
C 5.7683 -0.3299 2.3049
C 5.1010 -1.0555 1.3316
C 4.2744 -0.4065 0.4190
H 3.6298 0.6135 -2.1439
H 5.6573 1.7924 -1.7246
H 6.8306 3.7102 -2.7262
H 5.8360 5.9754 -2.6050
H 3.6343 6.2982 -1.5239
H 2.4280 4.3857 -0.5723
H 4.7094 2.7809 1.4737
H 6.1335 1.6269 3.1209
H 6.4230 -0.8357 3.0054
H 5.2330 -2.1293 1.2692
H 3.7672 -0.9856 -0.3424
C 3.0743 -0.6232 6.2863
O 2.3583 -0.0187 5.2030
C 2.0660 -0.7566 4.1400
C 2.3520 -2.1319 4.0374
C 2.0321 -2.7929 2.8792
C 1.4405 -2.1305 1.7906
C 1.1376 -2.7926 0.5559
C 1.3239 -4.2714 0.4009
O 0.6749 -2.1907 -0.4456
C 1.1533 -0.7579 1.9291
O 0.5565 -0.1027 0.9214
C 1.4302 -0.0878 3.0947
H 3.2612 0.1730 6.9970
H 4.0231 -1.0343 5.9418
H 2.4781 -1.4022 6.7617
H 2.8281 -2.6618 4.8507
H 2.2579 -3.8495 2.8005
H 2.3898 -4.4837 0.2698
H 0.8070 -4.6082 -0.4939
H 0.9740 -4.8223 1.2739
H 1.2118 0.9708 3.1808
S 0.9535 -1.3339 -2.9147
C 0.4290 -0.7004 -4.4894
C 0.7754 -1.4256 -5.6259
C 0.3329 -1.0020 -6.8700
C -0.4432 0.1452 -6.9936
C -0.7784 0.8709 -5.8634
C -0.3551 0.4358 -4.6137
As -0.6852 1.4360 -3.0161
C 0.0493 3.1274 -3.5682
C 1.4239 3.2010 -3.7524
C 1.9875 4.3673 -4.2421
C 1.1769 5.4570 -4.5367
C -0.1967 5.3745 -4.3526
C -0.7688 4.2071 -3.8664
C -2.5802 1.7427 -2.9434
C -3.4750 1.0489 -3.7436
C -4.8398 1.2422 -3.5650
C -5.2997 2.1108 -2.5855
C -4.3988 2.7924 -1.7725
C -3.0371 2.6022 -1.9445
H 1.3872 -2.3152 -5.5301
H 0.6029 -1.5703 -7.7514
H -0.7771 0.4737 -7.9696
H -1.3614 1.7793 -5.9434
H 2.0537 2.3483 -3.5312
H 3.0585 4.4247 -4.3917
H 1.6167 6.3708 -4.9173
H -0.8302 6.2185 -4.5961
H -1.8384 4.1414 -3.7377
H -3.1134 0.3709 -4.5064
H -5.5440 0.7110 -4.1943
H -6.3651 2.2620 -2.4562
H -4.7599 3.4704 -1.0080
H -2.3293 3.1319 -1.3175
C -4.3321 -5.8592 0.9819
C -4.5462 -4.3949 0.6005
C -3.5522 -3.8896 -0.4457
C -2.1209 -3.7691 0.0713
N -2.0005 -2.7358 1.1160
C -2.0799 -1.4179 0.9050
Se -2.0746 -0.6346 -0.8195
N -2.0553 -0.7735 2.0788
C -2.2434 0.6735 2.2991
C -3.6614 1.1353 1.9747
C -4.7502 0.4043 2.7639
C -4.7754 0.7651 4.2484
C -1.9069 -1.7174 3.0956
C -1.7930 -1.5817 4.4768
C -1.6552 -2.7430 5.2072
C -1.6279 -4.0050 4.5877
C -1.7385 -4.1382 3.2195
C -1.8800 -2.9632 2.4855
H -5.1296 -6.2074 1.6395
H -3.3866 -6.0191 1.5091
H -4.3334 -6.4948 0.0922
H -4.5023 -3.7623 1.4952
H -5.5505 -4.2800 0.1894
H -3.8692 -2.9168 -0.8247
H -3.5333 -4.5739 -1.2984
H -1.4383 -3.5117 -0.7371
H -1.7944 -4.7069 0.5150
H -1.5084 1.2142 1.7154
H -2.0213 0.8535 3.3480
H -3.8408 1.0239 0.9049
H -3.7018 2.2057 2.1983
H -4.6305 -0.6796 2.6451
H -5.7149 0.6555 2.3190
H -3.8534 0.4739 4.7606
H -5.5991 0.2598 4.7550
H -4.9112 1.8412 4.3831
H -1.8083 -0.6142 4.9627
H -1.5705 -2.6832 6.2852
H -1.5225 -4.8923 5.1995
H -1.7176 -5.1119 2.7460
*
```

Results
Energy above the lowest of the compared OMol25 structures with the same formula, charge and spin   131.61 kJ/mol
Max |F|   0.0663 hartree/bohr
HOMO energy   -0.4741 Eh
Electronic energy   -7820.629541 hartree
Gap between HOMO and LUMO   6.84 eV

Mulliken atomic charge list, values in e, 2 entries: atom 1 (Ta): 0.467, atom 2 (O): -0.742